[1]
{
  "formula": "C53H52BaBrN4O4PSSi",
  "method": "wB97M-V/def2-TZVPD",
  "e_lumo_ev": 3.710,
  "total_charge": -2,
  "gap_ev": 5.5,
  "molar_mass_g_mol": 1117.4,
  "symbols": ["N", "H", "C", "C", "C", "H", "O", "C", "H", "H", "H", "C", "C", "H", "H", "N", "H", "C", "H", "C", "C", "C", "C", "C", "C", "H", "C", "C", "C", "C", "H", "C", "C", "C", "O", "C", "H", "C", "H", "C", "C", "H", "C", "C", "S", "C", "H", "C", "C", "H", "C", "H", "C", "C", "H", "H", "H", "H", "H", "N", "H", "P", "H", "H", "C", "H", "C", "H", "N", "H", "C", "C", "C", "H", "H", "H", "C", "H", "H", "H", "H", "C", "H", "C", "C", "O", "C", "C", "O", "H", "Si", "H", "H", "C", "H", "H", "H", "C", "C", "Br", "H", "H", "H", "H", "H", "C", "H", "H", "C", "C", "C", "C", "C", "C", "Ba", "H", "H", "H"],
  "xyz": [[1.37, -0.66, 3.09], [0.27, -3.55, -0.55], [-2.83, 1.60, 1.92], [-1.50, -1.85, -1.84], [-2.77, -3.40, -3.13], [-4.41, 3.17, 0.42], [-2.07, 1.26, 2.86], [6.82, -0.19, 0.69], [4.52, -2.33, 4.54], [4.44, -2.46, -5.54], [1.06, -0.30, -2.67], [-1.66, -2.57, -3.01], [4.68, 0.02, -0.39], [2.27, -3.24, 5.03], [1.98, 5.01, 1.57], [-2.36, -1.88, -0.82], [-1.72, -3.95, 6.66], [1.04, -4.15, -1.02], [3.36, -3.81, 1.52], [5.86, 0.59, 0.06], [-0.86, 4.26, 1.25], [-0.12, -2.29, 4.15], [-6.05, 3.53, 1.80], [-1.75, 3.07, -3.44], [-4.77, 1.92, 3.53], [-0.62, -1.22, -1.73], [-1.50, 4.76, 0.12], [1.85, 4.02, 2.01], [-1.25, 4.18, -4.14], [-3.04, 6.00, 1.51], [-1.18, 4.47, -0.87], [2.39, -3.99, 1.05], [-3.68, -3.42, -2.08], [-3.00, 3.22, -2.81], [-4.13, -4.73, -4.57], [-6.57, 3.24, 3.05], [7.74, 0.26, 1.05], [-3.21, 5.50, -3.60], [1.66, -3.33, 1.52], [-3.44, -2.65, -0.96], [1.24, -1.73, 3.89], [-4.56, -4.04, -2.16], [3.68, -2.01, -4.92], [-2.42, 5.48, 2.64], [-0.88, 1.57, -3.34], [-3.03, -4.25, -4.33], [2.02, 2.62, -0.64], [2.73, -1.65, -2.70], [-1.55, -3.50, 5.68], [2.69, -1.03, -6.55], [1.77, -0.82, -3.30], [2.10, -5.03, 1.29], [3.63, -1.85, 4.14], [-4.19, 2.16, 2.29], [-1.55, 6.21, -4.77], [5.23, -3.16, 0.60], [0.39, 2.77, -1.26], [3.21, -5.77, -0.86], [-4.25, 1.29, 4.24], [-1.96, -4.49, -5.13], [-2.79, 5.74, 3.63], [0.52, 3.06, 1.17], [-7.51, 3.67, 3.36], [-3.77, 6.43, -3.67], [1.75, -0.60, -4.67], [-0.29, 4.09, -4.63], [5.39, -2.11, 0.42], [-1.05, -4.10, -4.95], [-5.94, 2.44, 3.90], [3.94, 0.64, -0.88], [2.43, -3.79, -0.47], [1.10, 3.21, -0.56], [-0.34, -2.90, 5.39], [-3.89, 6.66, 1.60], [0.43, -2.88, 6.16], [-0.92, -2.45, -3.79], [-2.58, 5.63, 0.25], [0.81, -5.21, -0.81], [-2.11, -5.01, -5.98], [-3.06, 6.00, -0.64], [-3.13, -2.90, 2.76], [2.38, -2.35, 4.43], [2.62, 0.63, 2.10], [3.75, -0.75, 3.30], [-3.72, 4.41, -2.90], [1.57, -1.05, -0.12], [6.58, -1.54, 0.87], [2.70, -1.21, -5.48], [-2.55, 1.55, 0.70], [3.43, -4.65, -2.20], [2.68, -1.92, -0.82], [4.47, -4.54, -0.78], [-4.13, -2.66, -0.12], [-2.55, -3.50, 4.71], [7.32, -2.16, 1.37], [-3.51, -3.96, 4.92], [1.00, 0.08, -5.07], [-1.11, -2.26, 3.13], [3.70, -2.22, -3.54], [-7.00, 4.72, 0.65], [0.99, -4.01, -2.11], [4.71, -0.35, 3.01], [2.78, 3.46, 1.91], [1.31, 4.24, -0.85], [-4.69, 4.48, -2.41], [-2.31, -2.89, 3.49], [4.49, -2.83, -3.12], [-3.40, 2.38, -2.25], [2.59, -0.21, 2.78], [4.41, -1.35, -0.22], [-4.85, 2.98, 1.39], [-1.97, 5.37, -4.22], [3.45, -4.73, -1.11], [-1.34, 4.62, 2.51], [-0.63, -0.25, 1.07], [-0.90, 4.19, 3.40], [1.63, 4.12, 3.07], [6.03, 1.65, -0.09]],
  "mulliken_charge": [0.020, 0.151, 0.758, 0.120, 0.900, 0.515, -0.768, -0.583, 0.355, 0.383, -0.498, -0.301, -0.485, 0.440, 0.401, 0.230, 0.342, -1.903, 0.192, -0.563, 0.190, 0.610, -0.072, 0.176, 0.074, -0.429, 0.139, -1.502, -0.419, -0.501, 0.101, -1.445, -0.653, -0.547, -0.672, -0.145, 0.333, -0.441, -0.036, -0.620, 0.156, 0.456, -0.830, -0.673, -0.394, 0.138, 0.207, 0.523, -0.600, 0.369, 0.754, 0.505, -0.653, -0.219, 0.307, 0.005, -0.146, 0.510, 0.535, -0.296, 0.369, 1.200, 0.356, 0.401, -0.411, 0.367, -0.019, 0.185, -0.697, 0.255, 2.766, -0.692, -0.664, 0.411, 0.393, 0.389, -0.596, 0.523, 0.220, 0.418, 0.285, -0.797, 0.379, -0.455, -0.502, 2.006, -0.753, -0.658, -0.604, 0.399, -2.625, 0.208, 0.402, -0.549, 0.358, 0.366, 0.365, 0.052, -0.356, -0.217, 0.374, 0.437, 0.430, 0.491, 0.344, -0.594, 0.308, 0.245, -0.490, 0.850, -0.185, -0.444, -1.908, -0.732, 0.900, 0.175, 0.408, 0.404]
}



[2]
{
  "formula": "C53H55BaIN10O5S2",
  "method": "wB97M-V/def2-TZVPD",
  "e_lumo_ev": 3.626,
  "total_charge": -2,
  "gap_ev": 5.8,
  "molar_mass_g_mol": 1240.5,
  "symbols": ["H", "C", "C", "C", "S", "C", "H", "H", "H", "H", "C", "C", "H", "H", "H", "H", "C", "H", "C", "H", "C", "H", "C", "C", "H", "H", "H", "O", "C", "H", "C", "H", "C", "H", "O", "C", "C", "C", "N", "C", "H", "C", "N", "C", "C", "C", "C", "C", "C", "H", "H", "O", "H", "C", "N", "H", "N", "H", "H", "H", "H", "H", "C", "N", "H", "H", "H", "C", "H", "H", "H", "H", "H", "C", "H", "H", "H", "C", "C", "C", "C", "N", "C", "H", "H", "C", "N", "C", "C", "H", "C", "C", "C", "H", "N", "C", "H", "H", "N", "H", "C", "C", "C", "H", "C", "Ba", "I", "H", "C", "C", "N", "H", "C", "O", "C", "C", "H", "H", "H", "H", "C", "H", "C", "C", "H", "S", "O"],
  "xyz": [[-2.22, -0.22, -0.42], [-3.04, -4.52, -2.93], [0.16, -5.98, -2.08], [0.24, -4.68, -1.61], [-0.33, 3.12, -2.55], [3.78, 1.67, -2.93], [-2.45, 2.26, 8.48], [-5.11, -2.21, -4.25], [-3.44, 3.64, 6.62], [3.98, -4.89, 2.88], [2.30, -3.89, 2.02], [4.83, 3.81, -2.96], [1.68, -4.61, 3.93], [5.92, 1.98, -3.07], [-0.50, 3.41, 4.86], [-1.40, 5.42, 1.48], [-1.14, 0.50, -5.77], [-3.07, -0.23, -6.36], [-3.26, 2.57, 6.50], [-0.70, 0.76, 3.27], [3.25, 1.00, 3.38], [6.29, -2.30, 0.04], [1.32, -4.61, 2.90], [-2.57, 3.51, 4.30], [1.99, 5.29, 0.01], [0.01, 5.92, -2.84], [2.73, 4.89, 1.56], [1.18, -6.00, 2.57], [-0.47, -6.97, -1.35], [0.67, 1.03, -4.73], [-2.87, 0.79, 3.17], [-2.35, -4.64, -2.10], [-0.30, -4.34, -0.37], [-4.54, 0.08, 0.31], [-3.33, -2.64, -0.66], [3.65, -4.16, 2.14], [-3.96, 0.60, 2.33], [-4.62, -3.16, -4.13], [-2.64, -0.81, -4.45], [2.43, 3.56, -2.79], [-1.56, -7.39, 0.46], [1.08, 4.11, -2.73], [-2.96, 2.35, 5.09], [2.90, -2.28, 0.30], [0.52, -2.47, 0.83], [0.45, 3.55, 1.38], [-2.33, -0.18, -5.57], [4.25, -2.67, 0.51], [-4.85, -4.21, -5.00], [-4.19, 2.04, 6.74], [0.94, -6.05, 1.64], [-4.46, -1.02, -2.14], [-0.96, 4.93, 4.12], [-1.04, -6.64, -0.12], [-1.94, -1.39, -2.25], [-1.96, 1.05, 7.29], [-1.37, 0.23, 1.39], [-3.66, -7.14, -5.81], [-4.73, -6.20, -6.64], [0.46, 3.36, 0.30], [-5.57, -4.10, -5.81], [-0.32, 6.80, 1.20], [-2.43, 0.08, 0.60], [2.58, 2.19, -2.81], [-2.46, 3.20, 3.27], [3.69, -0.34, -2.08], [-1.45, -5.06, 1.28], [3.55, 4.41, -2.89], [-4.96, 0.71, 2.72], [-0.53, 5.54, -0.06], [4.87, -0.14, -3.36], [0.35, -4.11, 2.89], [1.97, 7.40, -3.03], [-2.16, 2.11, 7.44], [-0.56, 3.30, 1.72], [5.70, 4.45, -3.02], [3.00, -0.33, 1.76], [-1.30, 4.15, 4.80], [-3.74, 0.26, 1.02], [-4.17, -5.42, -4.85], [-0.97, -5.34, 0.35], [-0.38, -3.05, 0.16], [2.02, 3.05, 3.26], [3.35, 2.55, 4.88], [4.26, 6.45, -3.03], [2.69, 0.63, 2.16], [-0.52, -0.16, -3.57], [5.31, -1.99, -0.30], [1.92, 5.44, 1.09], [0.59, -6.22, -3.05], [3.88, 0.17, -3.04], [-3.13, 1.08, 4.63], [-1.73, -0.78, -3.45], [2.05, 6.50, 1.30], [4.61, -3.58, 1.41], [2.12, 6.33, -2.96], [-2.74, -6.51, -3.67], [3.15, -0.20, -3.77], [-4.44, -6.50, -5.73], [-1.43, 4.59, 5.79], [-3.27, -5.57, -3.81], [1.77, 1.41, 1.41], [-0.45, 5.72, 1.02], [-1.23, 2.66, 7.26], [-3.71, -3.31, -3.10], [0.84, 0.23, -1.08], [1.12, -3.26, -2.85], [-0.53, -7.98, -1.73], [1.46, 2.64, 2.04], [3.39, 5.82, -2.96], [0.64, 4.99, 1.64], [5.21, -0.90, -0.22], [1.92, -2.93, 1.07], [2.58, -1.37, -0.58], [-1.59, 0.62, 2.65], [2.92, 2.23, 3.94], [0.21, -1.50, 1.23], [-0.92, 1.04, -6.68], [3.94, 0.34, 3.89], [-3.40, 4.23, 4.32], [1.00, 5.49, -2.85], [5.20, -2.23, -1.37], [-0.27, 0.49, -4.70], [4.95, 2.46, -2.99], [1.77, 4.02, 3.66], [-3.40, -1.99, -1.95], [-3.52, 0.19, 5.37]],
  "mulliken_charge": [-0.352, 0.044, -0.562, 0.434, -0.232, 0.781, 0.370, 0.478, 0.409, 0.401, 0.784, -0.921, 0.554, 0.418, 0.263, 0.228, -1.226, 0.396, -0.834, 0.471, -0.883, 0.356, -1.039, -0.589, 0.170, 0.351, 0.339, -0.606, -0.816, 0.243, 0.372, 0.456, 0.141, 0.556, -0.719, -0.904, -0.446, -0.151, -0.398, -0.965, 0.444, 0.738, 0.345, -1.867, -1.915, 0.518, -0.156, 0.810, -0.925, 0.443, 0.418, -0.805, 0.372, -0.604, 0.328, 0.314, 0.774, 0.234, 0.216, -0.905, 0.262, 0.412, 0.432, 0.290, 0.341, -0.275, 0.344, 1.138, 0.483, 0.183, 0.515, 0.248, 0.331, -1.119, -0.433, 0.362, 0.600, -1.086, -1.049, 1.189, -0.853, 0.814, -0.143, 0.361, 0.310, -1.572, 0.733, -1.100, -0.877, 0.416, -0.906, -0.072, -0.427, 0.388, -0.813, -0.580, 0.299, 0.119, -0.652, 0.449, -0.884, 1.319, -0.819, 0.272, -1.181, 1.218, 0.273, 0.415, -0.021, -0.966, 0.104, 0.182, 1.707, 0.372, -0.263, -1.060, 1.023, 0.399, 0.430, 0.117, -0.560, 0.182, -0.200, -0.834, 0.461, 1.789, -0.688]
}



[3]
{
  "formula": "C53H55N7NiPSe",
  "method": "wB97M-V/def2-TZVPD",
  "e_lumo_ev": [-1.864, -2.446],
  "total_charge": 1,
  "spin_multiplicity": 3,
  "s_squared": 2.01,
  "gap_ev": [7.3, 6.7],
  "molar_mass_g_mol": 958.7,
  "symbols": ["H", "C", "H", "C", "H", "H", "Se", "H", "H", "H", "C", "C", "H", "H", "H", "H", "C", "H", "C", "C", "H", "C", "C", "H", "C", "H", "N", "H", "C", "N", "H", "C", "C", "H", "C", "H", "C", "C", "H", "C", "H", "C", "C", "H", "C", "P", "C", "C", "H", "H", "H", "C", "H", "C", "N", "C", "C", "C", "C", "H", "H", "C", "H", "H", "C", "H", "H", "C", "C", "H", "H", "H", "H", "C", "H", "N", "H", "H", "H", "H", "C", "H", "H", "Ni", "H", "H", "C", "N", "H", "C", "H", "C", "N", "H", "C", "C", "C", "C", "C", "H", "H", "C", "N", "C", "H", "C", "H", "C", "H", "C", "C", "C", "H", "C", "H", "C", "C", "C"],
  "xyz": [[2.15, 1.37, 3.07], [2.07, 7.11, -0.69], [2.20, -0.88, 0.44], [1.08, -2.83, -0.35], [-3.90, 1.05, -4.79], [-3.58, -0.37, -0.68], [-1.69, 0.99, 1.04], [-1.41, -2.91, 5.01], [2.56, -1.84, 6.48], [-4.78, -1.08, 3.29], [1.98, 4.60, -0.71], [1.39, -1.17, -3.54], [2.81, 3.18, 6.55], [1.33, -0.17, -3.10], [3.95, -4.65, -0.26], [0.02, -4.17, -3.21], [0.85, 1.74, -5.88], [-4.59, -0.25, 5.50], [-3.88, -4.75, -1.41], [-1.14, 0.98, -4.19], [-2.85, -1.54, 1.78], [2.21, -3.51, -0.85], [2.27, -1.41, -4.59], [-1.85, -0.25, -5.73], [3.55, 0.98, 0.69], [1.23, 7.87, -0.71], [2.10, 2.25, -0.34], [0.88, 2.03, 1.81], [0.59, -2.17, -3.04], [-2.33, 0.77, -3.36], [0.84, 0.28, -8.19], [-0.40, -2.42, 4.89], [-3.64, -0.65, 5.07], [-3.07, -5.44, 0.50], [1.51, 5.79, -1.18], [-0.06, 6.52, -2.42], [-0.35, -1.33, 3.98], [0.66, -0.41, 4.01], [2.43, 0.20, 5.04], [1.51, 3.34, -1.04], [-0.74, 4.33, -3.24], [1.14, 2.70, 5.34], [-2.63, -1.50, 2.85], [-0.40, 3.01, 3.82], [3.06, -4.08, 0.08], [-0.13, -1.94, -1.37], [-2.60, 0.40, 5.58], [1.44, -3.63, -4.73], [0.66, -3.43, 6.39], [3.94, 3.14, 0.26], [2.85, 7.52, -1.32], [-1.10, 0.45, -5.46], [-0.56, -0.76, -7.87], [1.74, -1.62, 5.80], [-1.32, -0.94, 3.03], [0.01, 4.45, -2.48], [1.10, 1.77, 2.86], [2.61, -4.07, 1.43], [2.44, 0.23, 0.32], [1.12, -3.62, 2.93], [-2.74, 0.62, 6.63], [-3.76, -0.63, 3.58], [4.45, 0.64, 1.19], [1.31, -4.62, -5.12], [-3.47, -0.07, -1.71], [-1.62, 0.02, 5.45], [0.42, 3.37, 5.90], [0.64, -2.57, 5.77], [2.40, -2.73, -5.12], [1.61, 2.08, -6.58], [-5.42, 0.01, -2.83], [-4.35, -3.91, -3.29], [2.86, 4.58, -0.11], [3.29, 2.25, 0.22], [-2.47, -2.33, -3.30], [0.35, 0.52, 3.06], [-3.50, -1.66, 5.54], [3.22, -4.63, 2.12], [3.21, 2.60, 4.92], [2.76, 4.22, 5.12], [-0.12, 0.79, -6.37], [1.63, 2.96, -4.29], [-0.69, 0.83, -8.52], [-0.47, 0.51, -1.08], [2.47, -3.41, -1.93], [-1.22, -3.99, 0.36], [0.44, 5.68, -2.06], [1.56, 1.00, -0.31], [1.10, 1.66, 5.79], [-3.64, 0.78, -3.76], [-4.76, -5.34, -1.49], [-1.85, -4.01, -0.51], [-2.25, 0.31, -2.08], [2.41, 7.14, 0.35], [-4.40, 0.23, -2.77], [0.67, -3.39, -3.62], [-0.78, 0.18, 2.43], [-1.59, -3.04, -1.49], [0.48, 3.24, -1.91], [1.21, 3.81, 3.51], [-2.69, -2.53, 3.31], [-3.61, -3.92, -2.53], [-0.12, 2.01, -2.28], [0.69, 2.88, 3.83], [-2.70, 1.39, 4.99], [-0.13, 0.25, -7.78], [-3.65, 0.36, 3.15], [1.71, -0.55, 4.97], [-0.17, -2.32, 1.27], [2.52, 3.23, 5.49], [1.43, -3.50, 1.87], [-2.50, -3.04, -2.52], [3.00, -0.67, -4.98], [0.70, -2.84, 0.96], [3.13, -2.90, -5.94], [-0.11, 1.79, -3.65], [-2.97, -4.80, -0.37], [0.84, 2.23, -4.58]],
  "mulliken_spin": [0.001, -0.001, 0.002, 0.019, 0.000, 0.002, 0.051, 0.000, 0.000, 0.000, -0.006, 0.006, 0.000, -0.001, 0.000, 0.001, -0.002, 0.000, 0.003, 0.005, 0.000, 0.003, 0.001, 0.000, 0.003, 0.000, 0.009, 0.003, -0.025, -0.014, 0.000, -0.001, 0.000, 0.000, 0.005, 0.000, 0.001, -0.002, 0.000, 0.013, 0.001, 0.001, -0.001, 0.001, -0.002, 0.067, 0.001, 0.000, 0.000, -0.001, 0.000, -0.006, 0.000, 0.002, 0.005, 0.011, -0.001, 0.003, -0.001, 0.000, 0.000, -0.002, 0.001, 0.000, -0.008, -0.001, 0.000, 0.001, 0.000, 0.000, 0.000, 0.000, 0.000, 0.000, 0.000, 0.007, 0.000, 0.000, 0.000, 0.000, 0.005, 0.000, 0.000, 1.622, 0.001, 0.000, -0.002, 0.017, 0.000, -0.003, 0.000, 0.005, 0.075, 0.000, 0.005, -0.001, 0.015, 0.002, -0.023, 0.000, 0.000, -0.003, 0.125, -0.003, 0.001, 0.000, 0.002, 0.000, 0.003, 0.000, -0.003, 0.003, 0.000, -0.002, 0.000, -0.017, -0.002, 0.023]
}